No. 1
{
  "formula": "C6H14N2O2",
  "method": "the ωB97M-V functional and the def2-TZVPD basis",
  "orbital_gap_ha": 0.3751,
  "e_homo_ev": -9.50,
  "species": ["C", "N", "C", "C", "O", "H", "H", "H", "H", "H", "H", "H", "C", "N", "C", "C", "O", "H", "H", "H", "H", "H", "H", "H"],
  "positions_angstrom": [[-0.463134, -2.554428, -3.211988], [0.932935, -2.643606, -2.778726], [1.323893, -1.726711, -1.795250], [2.666681, -1.996460, -1.095446], [0.648032, -0.757833, -1.553543], [-0.915122, -3.497535, -3.501164], [-0.982912, -1.990070, -2.438783], [-0.495594, -1.832651, -4.041394], [1.592065, -3.169141, -3.331795], [3.070287, -1.102818, -0.641347], [2.432662, -2.767541, -0.367292], [3.279238, -2.500297, -1.853337], [-0.390546, 3.539484, 1.130051], [-1.380826, 2.794285, 1.887938], [-1.035066, 2.075813, 3.033024], [-1.757524, 0.764954, 3.186710], [-0.270504, 2.521350, 3.856433], [-0.576791, 4.620543, 1.259252], [0.695174, 3.514038, 1.272658], [-0.530547, 3.307154, 0.078868], [-1.996943, 2.295196, 1.269658], [-1.076624, -0.068864, 3.012403], [-2.199583, 0.552810, 4.158873], [-2.569247, 0.622328, 2.464196]],
  "atomic_forces_ev_per_a": [[0.8110, 1.5708, -0.6664], [-0.4873, 0.1301, 1.1544], [1.1751, -0.3615, -1.0691], [-1.3350, -0.9465, -1.2597], [-0.5800, 0.2871, 0.6155], [0.1192, -0.0824, 0.2389], [-0.2499, -0.6382, 0.1705], [-0.2804, -0.4351, -0.2562], [-0.0028, 0.0244, 0.4158], [0.1521, 0.0110, -0.1162], [0.1923, 0.0385, 0.4101], [0.4688, 0.4187, 0.3784], [-0.1373, 2.1906, -0.6027], [1.0020, -1.2717, 0.2382], [-0.6685, 0.7978, -0.0324], [-0.6847, -0.9395, -0.2415], [0.3921, -0.2397, -0.1043], [-0.1349, -0.2734, -0.2314], [-0.3184, -1.1286, 0.9129], [-0.1070, 0.0528, -0.1504], [-0.0202, -0.1408, 0.0627], [0.2889, 0.1583, -0.0852], [0.2508, 0.5458, 0.2271], [0.1541, 0.2318, -0.0089]]
}

***

No. 2
{
  "formula": "C6H14N2O2",
  "method": "the ωB97M-V functional and the def2-TZVPD basis",
  "orbital_gap_ha": 0.3376,
  "e_homo_ev": -8.32,
  "species": ["C", "C", "C", "C", "O", "O", "H", "H", "H", "H", "H", "H", "H", "H", "C", "C", "N", "N", "H", "H", "H", "H", "H", "H"],
  "positions_angstrom": [[-2.581786, -0.300772, 0.987303], [-1.663933, -0.549919, -0.203988], [-1.714007, 0.602358, -1.201931], [-0.105800, -1.196133, 0.194566], [-0.093593, -1.611868, 1.341067], [0.344550, -1.879639, -0.877985], [-2.602490, -1.150461, 1.668433], [-3.620112, -0.170901, 0.676180], [-2.223780, 0.554306, 1.561357], [-2.036801, -1.439545, -0.719667], [-2.726352, 0.689662, -1.604406], [-1.068112, 0.425052, -2.061672], [-1.496276, 1.552459, -0.713874], [0.932385, -2.609830, -0.574326], [1.938688, 1.927745, -0.875916], [1.659065, 1.006548, 0.251471], [2.022804, -0.228142, 0.147527], [2.468264, -0.989486, 1.205473], [1.064347, 2.506474, -1.164546], [2.707798, 2.631336, -0.541800], [2.334031, 1.385697, -1.730231], [1.287478, 1.387033, 1.204977], [1.815431, -1.099400, 1.983530], [3.358202, -1.442570, 1.048459]],
  "atomic_forces_ev_per_a": [[0.7957, -0.3698, 0.4261], [1.5798, -0.2410, -0.5939], [-0.0722, -0.2386, 0.0461], [-5.9999, -1.5190, 0.4533], [1.3187, 0.5063, -0.6118], [0.6268, -0.2134, 0.3169], [0.2227, -0.0476, -0.0050], [0.1703, 0.3400, -0.2554], [-0.2552, 0.1502, 0.0175], [0.1561, -0.0228, -0.0124], [-0.0550, -0.0173, 0.0842], [0.2147, 0.1494, 0.1242], [0.2525, 0.0574, -0.0996], [-0.3130, 0.7702, -0.0439], [-0.6553, 0.1481, -0.2632], [0.1723, -1.9347, 0.6720], [3.0651, 1.9327, -0.6494], [-1.2826, 0.6904, 0.3991], [-0.0437, 0.1719, -0.1429], [-0.0685, -0.0044, 0.0714], [-0.0883, -0.1034, -0.0078], [0.1693, 0.2661, 0.1375], [0.8893, -0.3220, -0.1625], [-0.7995, -0.1486, 0.0996]]
}

***

No. 3
{
  "formula": "C6H14N2O2",
  "method": "the ωB97M-V functional and the def2-TZVPD basis",
  "orbital_gap_ha": 0.3473,
  "e_homo_ev": -8.96,
  "species": ["C", "N", "C", "C", "O", "H", "H", "H", "H", "H", "H", "H", "C", "N", "C", "C", "O", "H", "H", "H", "H", "H", "H", "H"],
  "positions_angstrom": [[2.152114, 2.065731, 0.272823], [1.697349, 0.741160, -0.036787], [2.468958, -0.368942, -0.255660], [1.686362, -1.666232, -0.859184], [3.622608, -0.555603, 0.118897], [3.161478, 2.021391, 0.861110], [2.407187, 2.682726, -0.719623], [1.371778, 2.680738, 0.866647], [0.745480, 0.686395, -0.205227], [2.440491, -2.126304, -1.478349], [0.724675, -1.337073, -1.463251], [1.327142, -2.374841, 0.033788], [-3.854034, 0.542955, -0.878314], [-3.132060, -0.159082, 0.196882], [-1.784857, -0.190691, 0.380427], [-1.278919, -0.742407, 1.598963], [-1.042275, 0.223932, -0.563235], [-3.205656, 0.861006, -1.802124], [-4.538489, -0.237587, -1.433923], [-4.434093, 1.324049, -0.405382], [-3.744623, -0.694663, 0.863191], [-1.881094, -1.140872, 2.404115], [-0.554837, 0.012291, 2.052319], [-0.756863, -1.620922, 1.306418]],
  "atomic_forces_ev_per_a": [[2.0898, 2.0958, -0.1140], [2.1982, -0.0825, 0.1625], [-0.8319, -2.0956, 0.9132], [-2.0152, 1.6544, 1.3270], [-0.7173, 1.0107, -0.6964], [-1.9629, 0.0810, -0.9260], [-0.6248, -1.2010, 2.0348], [1.2605, -1.2270, -0.9341], [-2.1588, -0.6044, -0.8408], [-0.0995, -0.4658, -0.1267], [2.0435, -0.7849, 1.1639], [1.0362, 1.5704, -1.9806], [0.1788, -2.1454, -2.6682], [-0.8627, -0.6621, 0.7817], [-1.0328, 1.7369, -4.4193], [2.1863, 0.2403, 2.4509], [-1.2948, -0.6298, 2.4281], [-0.7473, -0.1956, 2.4650], [0.8518, 1.4975, 1.3939], [-0.1266, 0.3360, -0.4740], [1.1536, 1.0809, -0.9485], [-1.0093, 0.5622, -0.1007], [-0.7089, -1.1556, -0.6113], [1.1944, -0.6163, -0.2803]]
}

***

No. 4
{
  "formula": "C6H14N2O2",
  "method": "the ωB97M-V functional and the def2-TZVPD basis",
  "orbital_gap_ha": 0.3629,
  "e_homo_ev": -9.14,
  "species": ["C", "C", "C", "C", "C", "C", "H", "H", "H", "H", "H", "H", "H", "H", "H", "H", "H", "H", "H", "H", "N", "N", "O", "O"],
  "positions_angstrom": [[3.421684, 0.230489, -0.656777], [1.745629, 0.333250, -0.495842], [1.231609, -0.723597, 0.591738], [-0.023882, -0.428660, 1.305762], [-2.379415, -0.162107, 0.605979], [-2.591881, 0.962921, -0.398296], [3.766209, 0.845974, 0.273792], [3.895855, -1.022454, -0.488059], [3.722775, 0.817793, -1.613623], [1.584773, 1.463848, -0.182101], [1.451320, 0.039993, -1.604313], [1.959203, -0.854423, 1.402631], [1.327464, -1.584074, -0.083670], [-0.148101, 0.553778, 1.614655], [-0.146866, -1.037094, 2.164533], [-3.195107, -1.005269, 0.464612], [-2.678660, 0.185384, 1.624628], [-3.669687, 1.275732, -0.446001], [-2.471667, 0.435655, -1.329869], [-0.892797, 1.876665, -0.725127], [-1.160030, -0.762483, 0.417921], [-0.947925, -1.531688, -0.723134], [-1.790067, 1.977006, -0.432607], [-2.010439, -1.886637, -1.286827]],
  "atomic_forces_ev_per_a": [[-0.5519, -0.7227, 1.9689], [2.2271, 0.2622, -0.8014], [2.9382, 1.1104, -1.5740], [-1.4252, -2.2382, -2.6037], [-4.9618, -0.4772, 1.1863], [-3.6540, -4.3771, -1.9849], [-0.0254, -1.2842, -1.7383], [-1.5737, 4.1368, -0.9569], [-0.2249, -1.5590, 1.6374], [-0.0837, -2.2506, -0.9642], [-0.3592, 0.9519, 2.5045], [0.4545, 0.2381, -0.4588], [-0.8400, -0.4720, 1.1398], [0.0871, 2.0825, 0.3612], [0.0876, -0.7529, 1.0241], [1.2583, 1.7672, -0.2474], [1.2862, -0.3044, -0.2788], [0.9081, 0.0395, 0.5791], [-0.3666, -0.5140, -0.8203], [0.3306, -0.7613, -0.3198], [2.2270, -1.0932, -1.3365], [-2.6785, -0.1726, 1.0162], [2.4119, 5.3204, 1.6032], [2.5281, 1.0705, 1.0640]]
}

***

Record order is preserved below.
Energy above the lowest of the compared OMol25 structures with the same formula, charge and spin: 1.427 4.433 2.107 6.994 eV